Below is a molecular structure, C30H28AsBrIrN8O7PS at a distorted geometry, with properties calculated with the ωB97M-V functional and the def2-TZVPD basis.

Computed properties:
Kohn-Sham gap (spin up / spin down) (eV): 6.04 / 6.03
Largest force on an atom (hartree/bohr): 0.02194
2S+1: 2
Energy above the lowest of the compared OMol25 structures with the same formula, charge and spin (kJ/mol): 19.6
Expectation value of S²: 0.757
Total charge: +1
E_HOMO (spin up / spin down) (eV): -9.51 / -9.50

Last column: Löwdin spin population.
Cartesian coordinates (Å):
Ir1 -0.575 -0.946 -0.099  0.723
Br1 -4.945 -4.589 -5.074  0.000
C1 -3.689 -4.026 -3.776  0.000
C2 -2.503 -4.783 -3.579  0.000
C3 -1.574 -4.403 -2.663  0.005
C4 -1.742 -3.220 -1.880  0.009
O1 -0.839 -2.891 -1.041  0.086
C5 -2.949 -2.494 -2.066  0.000
C6 -3.272 -1.398 -1.273  -0.004
N1 -2.531 -0.833 -0.351  0.000
C7 -3.094 0.094 0.560  0.003
C8 -4.163 0.917 0.376  -0.001
C9 -4.629 1.724 1.447  0.000
C10 -4.052 1.669 2.682  -0.001
C11 -2.949 0.805 2.899  0.001
C12 -2.306 0.612 4.147  -0.002
C13 -1.289 -0.290 4.250  0.000
C14 -0.838 -0.962 3.088  -0.002
N2 -1.368 -0.761 1.911  0.010
C15 -2.461 0.059 1.817  0.005
C16 -3.913 -2.926 -3.030  -0.001
H1 -2.347 -5.681 -4.165  0.000
H2 -0.672 -4.979 -2.500  0.000
H3 -4.292 -1.031 -1.363  0.000
H4 -4.648 0.975 -0.591  0.000
H5 -5.470 2.385 1.279  0.000
H6 -4.431 2.268 3.500  0.000
H7 -2.654 1.160 5.016  0.000
H8 -0.822 -0.502 5.203  0.000
H9 -0.036 -1.690 3.134  0.000
H10 -4.827 -2.359 -3.157  0.000
O2 2.440 1.242 -2.288  0.000
As1 2.652 -0.268 -1.464  0.000
O3 4.110 -0.314 -0.743  0.000
O4 1.602 -0.114 0.039  0.001
C17 2.313 -1.798 -2.542  0.000
C18 3.314 -2.756 -2.508  0.000
C19 3.209 -3.856 -3.352  0.000
C20 2.128 -3.981 -4.210  0.000
C21 1.131 -3.010 -4.249  0.000
C22 1.227 -1.917 -3.413  0.000
S1 0.045 -0.604 -3.481  0.003
O5 -1.205 -1.111 -3.945  0.000
O6 0.663 0.468 -4.237  0.003
O7 0.085 -0.193 -2.031  0.020
H11 1.798 1.155 -3.035  0.000
H12 4.156 -2.630 -1.841  0.000
H13 3.983 -4.611 -3.343  0.000
H14 2.061 -4.840 -4.864  0.000
H15 0.282 -3.097 -4.913  0.000
N3 -2.794 5.268 -0.303  0.016
C23 -2.263 4.260 -0.471  0.005
N4 -1.649 3.106 -0.671  0.043
C24 -0.872 2.359 -0.122  0.051
N5 -0.184 1.469 0.314  0.023
C25 2.461 2.281 3.964  0.000
N6 1.886 3.364 3.064  0.000
C26 3.018 3.914 2.196  0.000
N7 3.600 2.867 1.446  0.000
C27 4.112 1.803 2.307  0.000
N8 3.053 1.267 3.168  0.000
C28 2.108 0.409 2.454  0.000
P1 1.428 1.292 0.963  0.002
C29 0.836 2.762 2.170  0.001
C30 2.804 2.351 0.330  0.000
H16 1.641 1.889 4.564  0.000
H17 3.200 2.757 4.608  0.000
H18 1.500 4.119 3.635  0.000
H19 3.745 4.359 2.876  0.000
H20 2.591 4.682 1.554  0.000
H21 4.911 2.199 2.934  0.000
H22 4.507 1.003 1.681  0.000
H23 1.305 0.122 3.124  0.000
H24 2.625 -0.481 2.104  0.000
H25 0.039 2.374 2.810  0.000
H26 0.426 3.584 1.582  0.001
H27 2.386 3.171 -0.256  0.000
H28 3.470 1.781 -0.310  0.000